1.
{
  "formula": "C6H16CuNOP",
  "method": "wB97M-V/def2-TZVPD",
  "largest_force_ev_per_a": 2.8,
  "charge": 0,
  "multiplicity": 2,
  "energy_ha": -2349.79995,
  "s_squared": 0.7607,
  "species": ["Cu", "H", "H", "P", "C", "H", "H", "H", "C", "H", "H", "H", "C", "H", "H", "H", "C", "O", "H", "H", "C", "C", "N", "H", "H", "H"],
  "positions_angstrom": [[0.227, 0.361, 0.315], [-2.682, -0.675, -0.340], [-2.402, -0.985, -0.932], [0.983, -1.303, -1.617], [1.450, -0.471, -3.130], [1.886, -1.232, -3.790], [0.560, -0.051, -3.607], [2.180, 0.312, -2.938], [2.532, -2.188, -1.208], [2.300, -2.840, -0.354], [2.861, -2.759, -2.079], [3.260, -1.419, -0.915], [-0.039, -2.631, -2.276], [-0.926, -2.200, -2.759], [0.568, -3.168, -3.024], [-0.342, -3.310, -1.471], [0.320, 1.601, -1.034], [-0.064, 2.498, -1.666], [1.251, -0.899, 0.162], [1.692, 0.185, 0.518], [-1.829, 2.453, 3.678], [-1.144, 1.707, 2.660], [-0.508, 1.067, 1.928], [-1.258, 3.410, 3.878], [-1.870, 1.810, 4.613], [-2.883, 2.696, 3.323]]
}


2.
{
  "formula": "C43H70CaN3O3PSi",
  "method": "wB97M-V/def2-TZVPD",
  "largest_force_ev_per_a": 0.6,
  "de_lowest_kj_mol": 0.0,
  "charge": 0,
  "energy_ha": -3378.92425,
  "species": ["Ca", "C", "C", "N", "O", "C", "C", "N", "O", "H", "H", "H", "H", "H", "H", "H", "O", "C", "C", "C", "C", "C", "C", "N", "H", "H", "H", "H", "H", "H", "H", "C", "C", "C", "C", "C", "C", "C", "C", "C", "C", "C", "C", "C", "C", "C", "C", "C", "C", "C", "C", "C", "P", "C", "C", "C", "C", "C", "C", "C", "C", "H", "H", "H", "H", "H", "H", "H", "H", "H", "H", "H", "H", "H", "H", "H", "H", "H", "H", "H", "H", "H", "H", "H", "H", "H", "H", "H", "H", "H", "H", "H", "H", "H", "H", "H", "H", "H", "H", "H", "H", "H", "H", "H", "H", "H", "C", "Si", "C", "C", "C", "H", "H", "H", "H", "H", "H", "H", "H", "H", "H", "H"],
  "positions_angstrom": [[-0.630, 0.548, 1.135], [-1.734, 4.982, 1.383], [-1.474, 3.595, 0.872], [-0.444, 2.854, 1.405], [-0.116, 3.327, 2.756], [-2.188, 3.086, -0.163], [-3.286, 3.791, -0.913], [-1.908, 1.708, -0.490], [-3.085, 0.932, -0.698], [-0.866, 5.627, 1.212], [-1.915, 4.958, 2.457], [-2.597, 5.427, 0.896], [0.701, 3.828, 2.661], [-2.998, 4.790, -1.251], [-4.197, 3.885, -0.314], [-3.566, 3.213, -1.794], [-0.669, 0.795, 3.509], [-2.059, 0.824, 3.906], [-3.022, 1.088, 2.771], [-4.023, 1.995, 2.956], [-5.036, 2.066, 1.949], [-4.954, 1.301, 0.848], [-3.770, 0.443, 0.597], [-2.866, 0.295, 1.681], [-0.368, 1.732, 3.467], [-2.194, 1.578, 4.682], [-2.267, -0.158, 4.337], [-4.082, 2.580, 3.863], [-5.893, 2.714, 2.094], [-5.736, 1.302, 0.098], [-4.063, -0.536, 0.194], [1.484, 4.139, -1.192], [2.405, 3.570, -0.118], [3.856, 4.003, -0.360], [2.362, 2.063, 0.017], [2.449, 1.218, -1.072], [2.585, -0.173, -0.965], [2.939, -0.857, -2.305], [4.039, -0.052, -3.026], [3.436, -2.306, -2.319], [2.477, -0.755, 0.319], [2.468, 0.096, 1.455], [2.406, 1.472, 1.270], [2.716, -0.311, 2.909], [2.081, -1.596, 3.411], [4.220, -0.287, 3.204], [2.529, -2.248, 0.502], [3.805, -2.785, 0.666], [4.030, -4.147, 0.738], [2.956, -5.012, 0.610], [1.678, -4.495, 0.477], [1.415, -3.121, 0.464], [-0.343, -2.513, 0.452], [-1.322, -3.503, 1.760], [-1.129, -5.020, 1.864], [-2.808, -3.220, 1.499], [-1.010, -2.933, 3.147], [-1.016, -3.001, -1.255], [-2.312, -2.231, -1.553], [0.027, -2.510, -2.256], [-1.250, -4.490, -1.509], [1.618, 5.220, -1.258], [0.437, 3.945, -0.959], [1.713, 3.728, -2.180], [2.080, 3.980, 0.842], [4.213, 3.618, -1.319], [4.519, 3.625, 0.419], [3.934, 5.091, -0.383], [2.456, 1.659, -2.060], [2.045, -0.804, -2.934], [4.919, 0.041, -2.385], [3.734, 0.948, -3.325], [4.338, -0.582, -3.932], [4.438, -2.371, -1.893], [3.504, -2.625, -3.361], [2.811, -3.019, -1.795], [2.409, 2.108, 2.150], [2.265, 0.493, 3.499], [2.613, -2.491, 3.091], [1.056, -1.660, 3.064], [2.058, -1.586, 4.502], [4.735, -1.083, 2.666], [4.394, -0.441, 4.271], [4.668, 0.665, 2.916], [4.646, -2.102, 0.696], [5.036, -4.528, 0.859], [3.106, -6.084, 0.621], [0.860, -5.189, 0.384], [-1.287, -5.546, 0.924], [-1.868, -5.399, 2.576], [-0.146, -5.278, 2.255], [-3.184, -3.757, 0.631], [-3.006, -2.151, 1.394], [-3.374, -3.572, 2.365], [-0.026, -3.241, 3.497], [-1.744, -3.330, 3.854], [-1.082, -1.844, 3.179], [-2.231, -1.162, -1.351], [-3.169, -2.601, -1.001], [-2.538, -2.348, -2.617], [0.311, -1.475, -2.060], [-0.393, -2.557, -3.265], [0.921, -3.126, -2.236], [-2.056, -4.895, -0.900], [-0.350, -5.085, -1.349], [-1.540, -4.618, -2.557], [-1.427, 3.581, -3.924], [-1.600, 1.772, -3.470], [-0.292, 0.821, -4.435], [-3.298, 1.111, -3.889], [-1.064, 1.468, -1.670], [-1.678, 3.734, -4.977], [-0.397, 3.914, -3.775], [-2.074, 4.224, -3.328], [-0.385, 0.994, -5.510], [-0.377, -0.254, -4.261], [0.715, 1.131, -4.138], [-3.635, 1.502, -4.852], [-4.024, 1.377, -3.122], [-3.277, 0.021, -3.954], [-0.154, 2.058, -1.525], [-0.742, 0.413, -1.643]]
}


3.
{
  "formula": "C25H29N3O3",
  "method": "wB97M-V/def2-TZVPD",
  "largest_force_ev_per_a": 1.1,
  "de_lowest_kj_mol": 295.2,
  "charge": 0,
  "energy_ha": -1360.04202,
  "smiles": "CCc1ccc(CN2CCC(Oc3ccc(C(=O)NCc4ccccn4)cc3)CC2)o1",
  "species": ["C", "C", "C", "C", "C", "C", "C", "N", "C", "C", "C", "O", "C", "C", "C", "C", "C", "O", "N", "C", "C", "C", "C", "C", "C", "N", "C", "C", "C", "C", "O", "H", "H", "H", "H", "H", "H", "H", "H", "H", "H", "H", "H", "H", "H", "H", "H", "H", "H", "H", "H", "H", "H", "H", "H", "H", "H", "H", "H", "H"],
  "positions_angstrom": [[1.952, 5.283, 2.307], [3.256, 5.332, 3.107], [4.254, 4.367, 2.564], [5.339, 4.540, 1.756], [5.878, 3.249, 1.535], [5.085, 2.379, 2.223], [5.125, 0.895, 2.365], [4.038, 0.266, 1.626], [4.172, 0.446, 0.193], [2.894, -0.006, -0.508], [2.635, -1.477, -0.175], [1.541, -2.055, -0.869], [0.246, -1.669, -0.735], [-0.644, -2.401, -1.530], [-1.994, -2.133, -1.529], [-2.507, -1.119, -0.722], [-3.955, -0.783, -0.650], [-4.472, -0.314, 0.350], [-4.647, -0.983, -1.796], [-6.082, -0.889, -1.846], [-6.687, -2.103, -2.501], [-8.055, -2.354, -2.426], [-8.559, -3.474, -3.061], [-7.687, -4.306, -3.748], [-6.345, -3.968, -3.766], [-5.856, -2.897, -3.163], [-1.628, -0.411, 0.088], [-0.270, -0.667, 0.084], [2.601, -1.679, 1.342], [3.892, -1.139, 1.951], [4.100, 3.056, 2.850], [2.134, 5.548, 1.269], [1.531, 4.281, 2.339], [1.227, 5.978, 2.723], [3.048, 5.081, 4.149], [3.680, 6.336, 3.067], [5.710, 5.467, 1.370], [6.740, 3.004, 0.948], [6.114, 0.534, 2.033], [4.995, 0.638, 3.420], [4.343, 1.506, -0.006], [5.035, -0.122, -0.202], [2.072, 0.621, -0.171], [2.996, 0.112, -1.588], [3.480, -2.061, -0.569], [-0.236, -3.188, -2.145], [-2.648, -2.741, -2.137], [-4.230, -1.474, -2.572], [-6.445, -0.774, -0.819], [-6.386, 0.005, -2.411], [-8.699, -1.683, -1.879], [-9.615, -3.699, -3.019], [-8.040, -5.191, -4.254], [-5.618, -4.578, -4.287], [-2.030, 0.358, 0.730], [0.362, -0.079, 0.727], [1.759, -1.151, 1.786], [2.496, -2.742, 1.567], [3.850, -1.242, 3.037], [4.753, -1.730, 1.583]]
}


4.
{
  "formula": "C2H11N2O",
  "method": "wB97M-V/def2-TZVPD",
  "largest_force_ev_per_a": 5.4,
  "de_lowest_kj_mol": 344.3,
  "charge": 2,
  "multiplicity": 2,
  "energy_ha": -266.70448,
  "s_squared": 0.7599,
  "species": ["C", "N", "H", "H", "H", "H", "H", "H", "N", "C", "O", "H", "H", "H", "H", "H"],
  "positions_angstrom": [[1.786, -0.903, -0.585], [1.124, -0.483, 0.679], [2.859, -0.957, -0.453], [1.730, -0.009, -1.305], [1.403, -1.811, -1.107], [1.454, 0.488, 0.889], [0.030, -0.367, 0.457], [1.400, -1.062, 1.447], [-1.326, -0.592, -0.018], [-1.535, 1.005, -0.118], [-0.495, 1.834, 0.289], [-1.390, -0.890, -1.050], [-2.266, -1.019, 0.348], [-2.454, 1.167, 0.397], [-1.707, 1.452, -1.105], [-0.613, 2.146, 1.235]]
}


Question: Which value of charge does entry 3 give?
Answer: 0